No. 1
DFT (ωB97M-V/def2-TZVPD) results for C28H38BBrN6O2S7Zn as an isolated structure.

Cartesian coordinates (Å):
H -3.766 -1.859 4.132
C 4.603 -0.724 -1.051
H 5.612 -0.431 -0.751
C 1.164 -3.755 -0.165
H 3.161 -4.153 0.624
H -0.967 0.472 3.465
H -1.379 2.309 -6.128
C 2.447 -3.516 0.143
H 4.341 0.176 1.483
H -1.682 1.320 2.098
H 4.038 0.164 -1.315
H -5.148 -0.220 2.805
C -3.130 -2.183 -0.092
H -2.011 -1.619 4.294
H 3.163 -1.015 2.090
C 2.370 1.050 4.793
C -2.172 0.942 -4.674
H 4.656 3.562 4.839
H -3.552 -2.598 -0.990
C -3.214 0.327 -5.619
C -0.837 -2.200 -3.535
H -2.788 -0.422 -6.288
H -0.414 -3.185 -3.621
S -2.118 0.659 -1.228
H -4.323 1.044 1.845
Br 4.083 1.642 7.002
H -3.209 2.784 -4.651
H -2.161 2.584 -3.244
C 1.618 -1.683 -0.864
N -1.640 -0.175 -3.829
S 1.502 -0.167 -1.588
H 3.737 3.856 2.520
C -3.722 -1.505 0.902
H 4.673 -1.367 -1.931
H 2.696 0.119 0.822
N -1.769 -2.192 0.131
C 1.855 1.248 3.519
C 1.820 2.458 1.287
H 5.888 -1.890 0.919
C 3.518 -0.485 1.203
N 0.642 -2.632 -0.774
H -1.194 -3.701 -1.408
S -1.964 3.720 0.455
B -0.866 -2.576 -1.062
H -0.987 -1.324 -5.538
C -2.971 -1.111 4.199
C -1.521 -1.580 1.323
H 0.556 -4.621 0.021
C -1.621 -0.412 -2.480
S -2.446 4.658 -1.321
Zn -0.311 2.245 -0.596
S -0.069 -1.639 2.190
C -1.894 0.867 3.066
H -2.268 1.645 3.735
C 2.345 2.265 2.709
H 4.640 -2.915 1.610
H -3.698 1.720 -3.317
S 0.384 3.452 -2.487
C 3.358 3.087 3.182
C -1.001 1.529 -5.464
H -4.751 -1.233 1.023
H -4.016 -0.138 -5.043
N 2.749 -2.232 -0.304
H -0.291 1.987 -4.775
H 5.236 -3.226 -0.039
C 3.874 2.917 4.460
O 0.693 1.885 1.078
H -4.435 1.177 3.601
H -3.140 -0.499 5.088
C -1.115 -1.284 -4.474
C -4.307 0.475 2.777
C 3.952 -1.469 0.122
N -2.720 -1.082 1.763
O 2.507 3.101 0.506
C -2.851 2.069 -3.905
H -3.644 1.121 -6.231
H 1.092 0.593 3.119
S -0.621 5.227 -2.088
N -1.171 -1.676 -2.310
H -0.496 0.776 -6.071
C -2.957 -0.227 2.952
H 2.004 0.248 5.420
C 4.982 -2.449 0.686
C 3.368 1.895 5.245

Calculated values
gap between HOMO and LUMO	5.3	eV
multiplicity	1
E_tot	-237682.466	eV
net charge	-2
lowest unoccupied orbital energy	3.8	eV
energy above the lowest of the compared OMol25 structures with the same formula, charge and spin	17.15	kJ/mol

***

No. 2
DFT (ωB97M-V/def2-TZVPD) results for C28H38CaGeN6O4SSi as an isolated structure.

Cartesian coordinates (Å):
H 2.633 0.774 0.636
H 4.589 1.201 1.839
C -3.151 0.396 1.377
C -4.259 1.543 -0.410
H 2.560 -3.249 -0.521
H -4.735 2.428 -0.810
H -0.333 1.660 4.440
Ca 0.063 0.563 1.795
H 3.234 2.113 2.472
H 1.697 1.593 5.733
H 2.606 -3.882 -4.841
H 2.663 -2.785 1.176
C -0.193 0.942 -1.907
C -1.156 3.369 -2.890
N 0.261 0.841 4.340
C -4.063 0.458 -1.247
C 1.801 -2.544 -3.372
H 2.890 -0.386 5.443
N 1.707 5.966 1.403
S -4.469 0.551 -3.000
H 3.045 -0.591 1.360
C 0.504 -3.558 -5.122
C -0.084 -2.194 2.163
C -0.332 2.575 -3.676
C -3.801 1.523 0.896
H -0.093 0.153 4.998
H -0.834 -4.633 0.226
N -2.496 0.419 2.663
H -1.547 4.298 -3.279
N 2.669 0.334 1.554
C 2.380 3.278 -0.786
H -1.043 -1.740 2.418
H -0.072 2.886 -4.678
H -3.370 -1.539 -1.402
Ge 0.670 -0.710 -1.349
H -0.117 -3.209 2.568
C -3.038 -0.730 0.575
C -3.486 -0.693 -0.739
N 2.974 3.012 -1.733
H -3.914 2.396 1.528
H 0.714 -1.714 2.737
H -2.631 -1.648 0.979
C 3.894 0.480 3.740
C 1.642 1.229 4.703
O -3.830 1.790 -3.405
H -2.757 -0.398 3.206
C -0.548 -2.055 -3.569
H 1.930 -4.314 0.726
C 0.150 1.374 -3.187
H 4.533 -0.400 3.627
C -1.027 1.738 -1.143
H -1.446 -1.531 -3.262
H 2.124 -0.706 3.915
N 0.983 2.625 0.964
H 2.763 -2.389 -2.897
C -0.627 -2.890 -4.672
H -2.175 3.539 -1.011
C -1.505 2.948 -1.620
H -0.631 -3.935 -1.388
H 2.167 -0.381 -1.064
C 1.718 -3.381 -4.478
C -0.884 -3.710 -0.353
O 0.352 2.841 2.074
Si 0.331 -2.461 0.317
H -1.914 -3.361 -0.343
C 2.624 0.074 4.491
H 0.442 -4.207 -5.986
H -2.825 1.228 3.183
O -3.843 -0.652 -3.543
C 1.675 4.912 0.949
H -1.380 1.403 -0.172
H -1.577 -3.006 -5.176
H 0.789 0.765 -3.817
H 4.468 1.199 4.328
C 2.031 -3.269 0.429
C 1.635 3.591 0.392
C 0.668 -1.884 -2.907
H 1.886 2.073 4.058
C 3.636 1.102 2.368
O -5.916 0.556 -3.038

Calculated values
gap between HOMO and LUMO	7.2	eV
multiplicity	1
E_tot	-140451.405	eV
net charge	0
lowest unoccupied orbital energy	-0.7	eV
energy above the lowest of the compared OMol25 structures with the same formula, charge and spin	119.61	kJ/mol

***

No. 3
DFT (ωB97M-V/def2-TZVPD) results for C28H38Cl2KN4O9S2Sb as an isolated structure.

Cartesian coordinates (Å):
H -1.585 -0.747 -4.680
H -3.331 -0.682 -4.904
C -1.638 2.797 -2.630
H -1.211 -2.750 4.512
H 5.330 -0.253 1.362
C 0.215 -2.691 1.803
C 0.039 -3.859 -4.683
O 0.283 3.657 0.647
H 1.809 7.169 4.016
H 1.921 -0.700 1.403
O 2.026 0.863 3.864
Sb -1.065 -2.496 -1.962
C 4.897 0.664 -1.617
C -2.514 -1.293 -4.505
H -0.867 -3.636 -5.248
Cl 1.048 0.946 -4.989
C 1.451 -3.249 1.082
H -3.768 -4.358 -2.556
H 5.474 -1.784 0.451
H 2.182 -3.609 1.821
C -1.491 -3.054 3.497
H 1.112 -4.651 3.813
H -0.847 -5.195 -2.129
H 3.470 -1.552 1.461
C -1.198 4.213 -4.538
H 0.436 -1.801 -4.099
O 2.302 0.248 -1.022
H 5.689 0.187 -2.199
C 1.983 6.114 3.842
H -3.598 -2.184 -2.829
H -2.526 4.722 -2.960
C -2.886 -4.932 -2.842
H 3.751 3.506 5.141
C 5.468 -0.694 0.373
O -0.551 0.673 -2.533
H 1.122 -4.104 0.484
S 2.500 1.762 2.838
H -0.103 -4.840 -4.223
C 3.118 -0.325 -0.325
H -3.019 3.595 -1.201
C 2.654 -1.237 0.803
C 2.446 3.444 3.434
C -1.843 3.979 -3.358
S -3.659 -1.594 0.730
O -2.346 1.833 -0.531
H -2.479 -2.213 -5.092
H -0.502 -5.354 3.635
C 3.086 4.059 4.491
O 3.838 1.480 2.349
H 0.679 5.995 2.113
C 2.842 5.414 4.688
H 0.589 -5.337 2.260
O 2.051 -2.363 0.183
O -0.265 -1.615 1.505
H 3.324 5.931 5.509
H -1.966 -2.220 2.992
H 4.051 0.883 -2.262
N 4.458 -0.229 -0.562
C -1.728 -4.576 -1.920
C 1.026 3.224 1.518
H 6.441 -0.384 -0.005
H -2.856 -0.641 -2.477
Cl -1.476 5.696 -5.440
H 0.230 3.447 -5.970
C -2.364 2.709 -1.370
O -4.146 -1.564 2.141
H -2.218 -3.864 3.545
N -3.484 -2.861 0.010
C -2.715 -1.576 -3.021
N 1.462 1.948 1.635
C -0.748 1.760 -3.103
H -2.661 -4.711 -3.888
C -0.296 3.265 -5.042
H 0.859 -3.953 -5.406
C -0.082 2.110 -4.352
C 1.592 4.127 2.595
H 1.285 -2.988 -3.149
C 0.327 -2.785 -3.638
H 5.276 1.605 -1.204
C 1.349 5.474 2.784
N -0.321 -3.497 2.752
K -0.161 0.504 -0.020
H -3.150 -5.995 -2.774
C 0.262 -4.766 3.129
H -2.024 -4.739 -0.884

Calculated values
gap between HOMO and LUMO	6.0	eV
multiplicity	1
E_tot	-123620.850	eV
net charge	-2
lowest unoccupied orbital energy	3.9	eV
energy above the lowest of the compared OMol25 structures with the same formula, charge and spin	30.39	kJ/mol

***

No. 4
DFT (ωB97M-V/def2-TZVPD) results for a 7-piece molecular cluster, C28H38ClN9O3 overall in a non-equilibrium geometry.

Cartesian coordinates (Å):
H -2.160 5.340 -2.971
N -0.182 -1.470 0.995
H 5.617 -6.301 4.649
N -2.336 0.403 2.119
C -5.432 2.281 8.248
H 0.598 -0.589 -6.249
H 7.536 -4.731 3.542
H 0.108 -1.980 -2.688
H -1.442 -0.023 1.929
C -2.631 2.723 -1.097
H 1.062 0.031 1.667
H 1.572 1.776 -1.421
N -4.367 3.477 6.723
N 0.858 3.206 -2.828
H -5.905 1.457 8.756
N -0.398 -2.415 2.063
C 5.469 -5.484 3.963
H 0.672 4.363 -4.604
C 1.187 -0.857 1.068
H 2.693 -2.238 1.083
H -2.178 4.709 -0.544
C 2.578 1.937 -3.407
H 3.361 1.198 -3.378
H 2.778 2.873 -5.431
H 3.878 -3.026 -7.153
N 4.497 -3.996 2.647
H -3.889 3.730 5.879
H 3.791 -3.480 2.160
N 1.335 -1.037 -6.760
N -2.358 4.051 -1.279
H -5.432 1.127 1.429
C 2.221 -1.941 -6.243
O 0.751 -2.632 -0.820
H -5.635 4.000 9.672
C 1.610 -0.831 -8.084
H 3.260 -5.396 3.675
C 5.843 -3.756 2.575
O -1.498 -2.299 -0.733
H 2.175 -2.234 -5.212
H 6.233 -2.965 1.958
H 0.100 3.599 -2.297
C -4.447 1.011 1.848
H 3.136 -1.678 -9.391
H -2.671 2.292 -0.111
C 1.015 -2.194 -2.140
C 4.261 -5.049 3.488
C -4.632 4.325 7.763
H 2.757 -1.148 2.351
Cl 0.716 -4.539 -3.551
C 1.763 -3.326 -2.812
O 2.970 -3.419 -2.822
C 1.208 3.583 -4.091
C -3.967 1.555 3.072
H 1.023 -0.147 -8.671
C -2.634 3.185 -3.298
H -1.939 1.350 3.987
H -4.519 2.165 3.768
H -3.353 -0.263 0.376
H 1.484 -0.583 0.068
H -4.329 5.357 7.728
H 1.646 -1.317 -2.174
H -2.695 3.084 -4.368
C -2.660 1.159 3.210
C -0.395 -2.127 -0.243
C 1.687 2.207 -2.401
C 2.273 2.815 -4.482
H -1.402 -2.468 2.193
C -2.360 4.342 -2.619
C 6.473 -4.662 3.383
H -3.036 1.123 -2.521
H -0.113 -3.348 1.793
C 3.069 -2.322 -7.247
H -4.747 1.420 6.308
C -3.416 0.302 1.291
C 2.681 -1.617 -8.418
C -2.810 2.159 -2.331
C -4.855 2.230 7.009
N 2.168 -1.670 1.728
C -5.291 3.612 8.728

Calculated values
gap between HOMO and LUMO	8.2	eV
multiplicity	1
E_tot	-61725.239	eV
SMILES string	NCN(N)C(=O)OCC(=O)Cl.c1cc[nH]c1.c1cc[nH]c1.c1cc[nH]c1.c1cc[nH]c1.c1cc[nH]c1.c1cc[nH]c1
net charge	0
lowest unoccupied orbital energy	-0.1	eV